w:
DFT (ωB97M-V with the def2-TZVPD basis set) results for a structure of composition Cl2H2O2P2.

## Properties
orbital gap: 9.89 eV
HOMO: -9.59 eV
total charge: 0

Geometry (Å):
O: -0.795 0.995 1.352
O: 0.047 0.491 -1.159
P: 1.012 -0.245 -0.239
P: -1.581 1.231 0.090
Cl: -2.546 -0.416 -0.246
Cl: 0.507 -2.100 0.052
H: 1.050 0.075 1.151
H: 2.305 -0.031 -1.000

***

x:
DFT (ωB97M-V with the def2-TZVPD basis set) results for an isolated molecule of Cl2H2O2P2.

## Properties
orbital gap: 10.59 eV
HOMO: -10.56 eV
total charge: 0

Geometry (Å):
O: 0.779 0.394 1.901
P: -0.289 -0.135 1.053
O: -0.545 0.724 -0.258
P: 0.566 0.950 -1.524
Cl: -0.521 -0.080 -2.813
Cl: 1.906 -0.383 -0.730
H: -0.301 -1.600 1.043
H: -1.596 0.129 1.329

***

Stability order, top to bottom: x, w

***

w:
DFT (ωB97M-V with the def2-TZVPD basis set) results for an isolated molecule of C6H8S2.

## Properties
orbital gap: 8.43 eV
HOMO: -8.55 eV
total charge: 0

Geometry (Å):
S: 3.076 -0.890 0.038
C: 1.505 -0.545 0.046
C: 0.347 -0.298 1.121
C: -0.069 1.069 0.746
C: -0.084 0.952 -0.778
C: 0.426 -0.475 -0.973
C: -0.482 -1.235 0.111
S: -2.334 -1.092 0.053
H: 0.320 -0.604 2.110
H: 0.723 1.836 0.985
H: -0.954 1.370 1.362
H: -1.131 1.056 -1.308
H: 0.454 1.795 -1.223
H: 0.681 -0.952 -1.913
H: -0.317 -2.294 0.141
H: -2.162 0.306 -0.517

***

x:
DFT (ωB97M-V with the def2-TZVPD basis set) results for an isolated molecule of C6H8S2.

## Properties
orbital gap: 9.12 eV
HOMO: -8.38 eV
total charge: 0

Geometry (Å):
C: 1.192 1.774 1.031
C: 0.698 0.824 0.268
S: 1.746 -0.453 -0.363
C: 0.502 -1.775 -0.463
C: -0.597 -1.674 0.598
S: -1.824 -0.360 0.226
C: -0.693 0.892 -0.241
C: -0.970 2.002 -0.937
H: 2.239 1.792 1.324
H: 0.512 2.479 1.512
H: 0.051 -1.676 -1.467
H: 1.059 -2.708 -0.454
H: -0.119 -1.460 1.596
H: -1.130 -2.636 0.588
H: -0.223 2.824 -0.998
H: -1.926 2.146 -1.450

***

Stability order, top to bottom: x, w

***

w:
DFT (ωB97M-V with the def2-TZVPD basis set) results for a structure of composition C7H14O2.

## Properties
orbital gap: 9.89 eV
HOMO: -9.10 eV
total charge: 0

Geometry (Å):
C: -0.501 1.219 -0.467
C: -0.064 0.545 0.805
C: 1.057 -0.484 0.607
C: -1.164 -1.333 -2.092
C: -1.755 1.981 -0.482
C: 1.365 -1.220 1.875
C: 2.565 -1.309 2.430
O: -1.404 -0.088 -1.503
O: 0.547 1.666 -1.189
H: 0.226 2.109 -1.986
H: -0.942 0.077 1.252
H: 0.279 1.332 1.488
H: 1.950 0.012 0.225
H: 0.720 -1.195 -0.151
H: 0.523 -1.724 2.340
H: -1.355 -2.170 -1.403
H: -1.833 -1.458 -2.956
H: -0.133 -1.419 -2.466
H: -1.685 2.928 -1.013
H: -2.322 1.173 -1.135
H: -2.234 2.049 0.489
H: 2.737 -1.884 3.329
H: 3.425 -0.806 2.005

***

x:
DFT (ωB97M-V with the def2-TZVPD basis set) results for a cluster of 2 separate species, C7H14O2 in total.

## Properties
orbital gap (spin up / spin down): 7.15 / 7.90 eV
HOMO (spin up / spin down): -6.53 / -7.16 eV
total charge: 0

Geometry (Å):
C: 1.136 -0.216 0.175
C: 0.983 -0.663 -1.258
C: -1.148 -1.739 -1.318
C: 1.873 0.985 0.551
C: -1.010 0.568 1.941
C: -0.763 1.336 0.711
C: -1.211 1.740 -0.455
O: 0.272 -1.894 -1.330
O: 1.100 -1.227 1.073
H: 0.775 -2.014 0.598
H: 0.494 0.121 -1.849
H: 1.972 -0.861 -1.691
H: -1.482 -1.156 -0.456
H: -1.486 -1.239 -2.231
H: -1.572 -2.741 -1.278
H: 2.398 1.420 -0.301
H: 1.124 1.777 0.880
H: 2.554 0.802 1.382
H: -0.115 0.480 2.557
H: -1.770 1.089 2.530
H: -1.361 -0.467 1.774
H: -1.419 1.101 -1.322
H: -1.346 2.797 -0.682

***

y:
DFT (ωB97M-V with the def2-TZVPD basis set) results for a cluster of 2 separate species, C7H14O2 in total.

## Properties
orbital gap: 10.47 eV
HOMO: -9.94 eV
total charge: 0

Geometry (Å):
C: 1.677 -1.357 1.440
C: 0.024 -1.026 1.189
C: -0.206 -0.091 0.124
C: 1.071 -0.061 -0.663
C: 2.268 -0.554 0.203
H: 2.063 -1.160 2.441
H: 1.658 -2.412 1.115
H: -0.302 -0.807 2.248
H: -0.456 -1.989 1.224
H: -0.614 0.829 0.646
H: -1.065 -0.501 -0.507
H: 1.261 1.171 -0.810
H: 1.101 -0.640 -1.659
H: 2.877 0.351 0.530
H: 3.014 -1.100 -0.534
C: -2.514 0.674 -0.534
C: -1.316 1.282 -1.147
O: -0.870 0.674 -2.141
O: -0.920 2.371 -0.619
H: -2.706 -0.058 -1.374
H: -2.377 0.170 0.550
H: -3.423 1.449 -0.390
H: -0.244 2.784 -1.332

***

z:
DFT (ωB97M-V with the def2-TZVPD basis set) results for an isolated molecule of C7H14O2.

## Properties
orbital gap: 10.14 eV
HOMO: -9.49 eV
total charge: 0

Geometry (Å):
C: -0.833 2.101 -0.754
C: 0.152 1.166 -0.079
C: 1.170 1.901 0.784
O: -0.539 0.190 0.703
C: -0.239 -1.108 0.153
C: -1.542 -1.850 -0.123
C: 0.686 -1.888 1.078
C: 0.467 -0.724 -1.163
O: 1.725 -0.793 -1.366
H: -1.384 2.661 0.002
H: -0.314 2.813 -1.396
H: -1.564 1.542 -1.340
H: 1.051 0.620 -0.862
H: 1.924 1.213 1.164
H: 1.666 2.690 0.221
H: 0.653 2.351 1.632
H: -1.340 -2.804 -0.613
H: -2.192 -1.256 -0.764
H: -2.062 -2.034 0.817
H: 0.219 -1.973 2.058
H: 1.640 -1.376 1.187
H: 0.875 -2.881 0.673
H: -0.218 -0.563 -2.014

***

Stability order, top to bottom: z, w, y, x